Here is 2 unconnected molecules or ions with the total composition C4H6 in a non-equilibrium geometry from OMol25. Energies are from ωB97M-V/def2-TZVPD.

Computed properties:
relative energy (zero: lowest compared OMol25 entry of this formula, charge and spin): 263.3 kJ/mol
E_LUMO: 1.19 eV
SMILES string: C#C.C=C
HOMO: -10.13 eV
orbital gap: 11.322 eV

CARTESIAN COORDINATES (ANGSTROEM)
C 1.964 -0.373 -1.941
C 1.050 -1.031 -1.591
H 2.597 0.235 -2.595
H 0.241 -1.520 -1.131
C -1.260 0.219 1.766
C -0.520 0.769 0.793
H -1.889 -0.643 1.237
H -1.634 0.436 2.761
H -0.545 0.235 -0.181
H -0.002 1.672 0.881

***

Here is a molecular structure, C4H6 in a non-equilibrium geometry from OMol25. Energies are from ωB97M-V/def2-TZVPD.

Computed properties:
⟨S²⟩: 2.005
relative energy (zero: lowest compared OMol25 entry of this formula, charge and spin): 344.2 kJ/mol
E_LUMO (spin up / spin down): 0.86 / -3.35 eV
HOMO (spin up / spin down): -3.37 / -12.31 eV
orbital gap (spin up / spin down): 4.236 / 8.953 eV
2S+1: 3

CARTESIAN COORDINATES (ANGSTROEM)
C -1.083 -0.022 0.245
C 1.117 -0.034 0.250
C 0.029 0.761 -0.379
C 0.023 -0.723 -0.475
H -1.088 -0.106 1.330
H -2.070 0.012 -0.196
H 2.141 -0.012 -0.071
H 0.909 -0.031 1.644
H 0.012 1.578 -1.066
H 0.009 -1.423 -1.283

***

Here is a molecular structure, C4H6AuO in a non-equilibrium geometry from OMol25. Energies are from ωB97M-V/def2-TZVPD.

Computed properties:
⟨S²⟩: 3.767
relative energy (zero: lowest compared OMol25 entry of this formula, charge and spin): 179.6 kJ/mol
E_LUMO (spin up / spin down): -10.71 / -13.01 eV
net charge: +2
HOMO (spin up / spin down): -16.58 / -20.48 eV
orbital gap (spin up / spin down): 5.863 / 7.472 eV
2S+1: 4

CARTESIAN COORDINATES (ANGSTROEM)
H 0.781 0.814 -1.855
C 1.234 -1.728 -0.565
C 1.144 -0.438 -0.793
C 0.584 0.779 -0.640
H 2.133 -2.281 -0.846
H 0.508 -2.241 0.070
H 1.097 1.562 -0.076
C -1.636 0.820 0.342
O -0.944 0.304 1.269
Au -0.875 0.367 3.081
H -1.992 1.853 0.475
H -2.033 0.188 -0.464

***

Here is a molecular structure, C4H6BaO3 in a non-equilibrium geometry from OMol25. Energies are from ωB97M-V/def2-TZVPD.

Computed properties:
relative energy (zero: lowest compared OMol25 entry of this formula, charge and spin): 0.0 kJ/mol
E_LUMO: -0.59 eV
HOMO: -7.58 eV
orbital gap: 6.996 eV

CARTESIAN COORDINATES (ANGSTROEM)
H -0.266 -2.974 4.610
O -0.436 -3.441 3.793
C 0.341 -1.662 -0.844
O -0.530 -0.635 -0.179
O 0.456 -1.587 -2.029
Ba -0.249 -2.737 1.611
C -0.815 0.637 -0.762
C 0.200 1.658 -0.346
C 0.992 2.310 -1.197
H -1.819 0.915 -0.414
H -0.831 0.519 -1.854
H 0.289 1.835 0.731
H 1.726 3.037 -0.845
H 0.943 2.126 -2.274

***

Here is a molecular structure, C4H6BeO5 in a non-equilibrium geometry from OMol25. Energies are from ωB97M-V/def2-TZVPD.

Computed properties:
E_LUMO: -10.26 eV
net charge: +2
HOMO: -19.58 eV
orbital gap: 9.313 eV

CARTESIAN COORDINATES (ANGSTROEM)
O -2.301 1.214 -1.726
C -1.342 0.390 -2.022
O -0.816 -0.329 -1.087
O -1.329 -0.010 -3.223
H -2.499 1.251 -0.779
C -0.366 -1.420 -3.785
C -0.282 -2.491 -2.798
O 0.840 -2.193 -1.923
C 1.500 -3.130 -1.275
O 1.820 -2.477 -0.158
Be 0.707 -0.832 -0.842
H -0.947 -1.738 -4.653
H 0.568 -0.868 -3.937
H -0.111 -3.488 -3.210
H -1.188 -1.960 -1.844
H 2.266 -3.020 0.509

***

Here is a gas-phase ion, C4H6Br2N (charge +1) in a non-equilibrium geometry from OMol25. Energies are from ωB97M-V/def2-TZVPD.

Computed properties:
relative energy (zero: lowest compared OMol25 entry of this formula, charge and spin): 0.0 kJ/mol
E_LUMO: -3.65 eV
net charge: +1
SMILES string: BrC1=C(Br)C[NH2+]C1
HOMO: -13.36 eV
orbital gap: 9.711 eV

CARTESIAN COORDINATES (ANGSTROEM)
Br 1.205 1.130 3.513
C 0.347 0.671 1.953
C -0.775 1.217 1.481
Br -1.904 2.606 2.172
C -1.122 0.588 0.174
N 0.185 0.095 -0.242
C 0.831 -0.460 0.900
H -1.771 -0.199 0.399
H -1.475 1.279 -0.506
H 0.721 0.870 -0.565
H 0.192 -0.596 -0.946
H 1.843 -0.643 0.880
H 0.402 -1.450 1.014

***

Here is a gas-phase ion, C4H6Br2N3 (charge +1) in a non-equilibrium geometry from OMol25. Energies are from ωB97M-V/def2-TZVPD.

Computed properties:
relative energy (zero: lowest compared OMol25 entry of this formula, charge and spin): 119.9 kJ/mol
E_LUMO: -5.21 eV
net charge: +1
SMILES string: [NH3+][C@@]1(Br)C=N[C@@H](Br)C=N1
HOMO: -13.89 eV
orbital gap: 8.682 eV

CARTESIAN COORDINATES (ANGSTROEM)
N 0.339 -1.838 -0.123
C -0.371 -0.684 0.579
Br -1.503 -1.555 1.981
C 0.588 0.340 1.324
N 0.738 1.479 0.788
C 0.236 1.826 -0.532
Br 1.420 0.940 -1.928
C -1.027 1.126 -0.810
N -1.259 -0.061 -0.350
H -0.271 -2.065 -1.011
H 0.171 -2.614 0.596
H 1.283 -1.559 -0.346
H 0.926 0.058 2.206
H 0.300 2.890 -0.858
H -1.570 1.718 -1.517

***

Here is a molecular structure, C4H6Br2O in a non-equilibrium geometry from OMol25. Energies are from ωB97M-V/def2-TZVPD.

Computed properties:
relative energy (zero: lowest compared OMol25 entry of this formula, charge and spin): 48.7 kJ/mol
E_LUMO: -0.11 eV
HOMO: -10.28 eV
orbital gap: 10.170 eV

CARTESIAN COORDINATES (ANGSTROEM)
C -0.006 -0.360 -0.560
C -0.083 0.123 0.840
C 1.095 -1.275 -0.900
C -0.785 1.453 1.072
O 0.388 -0.581 1.695
Br -1.777 -1.295 -0.776
Br -0.033 1.109 -1.901
H 2.091 -0.738 -0.922
H 0.844 -1.883 -1.889
H 1.307 -2.011 -0.052
H -1.272 1.371 2.078
H -1.516 1.727 0.247
H -0.254 2.360 1.069